# C47H64N4O12

The molecule C47H64N4O12 in a non-equilibrium geometry (ωB97M-V with the def2-TZVPD basis set, OMol25).

Bonds (Å) are listed after each position.
Atoms and positions in Å:
1 O -1.278 0.214 -3.633  H12 0.988, C38 1.343
2 H -4.069 -2.398 3.359  C90 1.085
3 O -3.376 -3.395 1.251  C43 1.418, C115 1.406
4 H 2.653 -0.294 -3.999  C24 1.093
5 H -7.255 1.391 -0.290  C92 1.086
6 H -6.854 3.115 -0.124  C92 1.088
7 C -6.530 -1.389 -3.891  H40 1.087, C72 1.517, H86 1.087, H109 1.087
8 H 1.479 -3.769 2.278  C91 1.088
9 H 1.534 1.702 1.459  C67 1.081
10 H 7.686 -0.616 -1.027  C122 1.090
11 C -5.928 -2.541 -0.999  O20 1.368, C50 1.325, H58 1.085
12 H -2.112 -0.216 -3.941  O1 0.988
13 H -4.581 -0.723 3.684  C90 1.086
14 H -3.057 2.715 4.147  C47 1.086
15 N 0.749 3.262 -0.657  C30 1.406, H61 1.038, C100 1.339
16 H 4.761 -3.096 -2.111  C21 1.089
17 C 2.541 4.091 0.636  C27 1.496, C48 1.338, C100 1.495
18 H 2.794 -2.348 0.922  C126 1.099
19 C -4.200 -0.455 -3.274  C72 1.543, O77 1.224, C103 1.429
20 O -5.117 -2.138 -2.024  C11 1.368, C72 1.422
21 C 5.715 -2.707 -1.759  H16 1.089, H51 1.091, C66 1.524, C99 1.532
22 C -2.748 1.405 -2.118  C38 1.409, C103 1.431, C125 1.426
23 C 0.926 1.166 -2.556  N26 1.286, H29 1.084, C105 1.444
24 C 3.305 -0.232 -3.125  H4 1.093, C53 1.533, N64 1.453, H74 1.099
25 C -4.133 2.716 -0.549  C97 1.396, O101 1.335, C125 1.429
26 N 2.072 1.644 -2.223  C23 1.286, N64 1.332
27 C 3.181 5.418 0.377  C17 1.496, H68 1.091, H70 1.087, H127 1.089
28 C -1.479 -0.916 3.803  H81 1.085, C93 1.530, H94 1.090, H102 1.084
29 H 0.819 0.279 -3.169  C23 1.084
30 C -0.462 2.783 -1.185  N15 1.406, C60 1.390, C105 1.419
31 C 5.675 1.072 -2.201  C33 1.530, N35 1.451, H85 1.090, H112 1.094
32 C -2.779 -0.351 1.689  O62 1.441, H75 1.099, C93 1.547, C110 1.544
33 C 4.302 1.504 -1.680  C31 1.530, H34 1.096, N64 1.454, H116 1.092
34 H 4.122 1.046 -0.700  C33 1.096
35 N 5.734 -0.338 -2.537  C31 1.451, C53 1.449, C99 1.461
36 H -2.499 -5.170 0.918  C115 1.089
37 C -5.087 0.843 -1.642  C97 1.382, C103 1.400, O111 1.360
38 C -1.480 1.114 -2.658  O1 1.343, C22 1.409, C105 1.405
39 H -3.475 4.243 0.343  O101 0.988
40 H -6.836 -0.486 -4.413  C7 1.087
41 H 0.259 -0.020 2.301  C59 1.099
42 O 0.295 4.748 1.041  C100 1.235
43 C -4.055 -2.311 0.639  O3 1.418, C50 1.509, C110 1.545, H119 1.101
44 O 2.206 -0.769 -0.145  H49 0.974, C126 1.405
45 H -1.062 4.610 0.408  O65 1.021
46 H 6.528 -4.386 -0.615  C66 1.089
47 C -2.843 3.062 3.141  H14 1.086, C55 1.502, H114 1.086, H121 1.089
48 C 3.201 3.025 1.102  C17 1.338, C67 1.445, H96 1.084
49 H 1.351 -0.313 -0.242  O44 0.974
50 C -5.457 -2.687 0.231  C11 1.325, C43 1.509, H113 1.078
51 H 6.469 -2.846 -2.535  C21 1.091
52 H -1.798 -2.178 2.083  C93 1.090
53 C 4.734 -0.578 -3.558  C24 1.533, N35 1.449, H123 1.095, H124 1.090
54 H 8.212 -2.730 -0.306  C117 1.090
55 C -2.332 1.926 2.301  C47 1.502, O62 1.321, O95 1.212
56 H -0.178 -3.409 2.735  C91 1.086
57 H 7.287 -2.458 1.166  C117 1.090
58 H -6.963 -2.745 -1.256  C11 1.085
59 C -0.216 -0.753 1.635  H41 1.099, C78 1.546, C93 1.564, O106 1.418
60 C -1.725 3.233 -0.818  C30 1.390, O65 1.355, C125 1.426
61 H 1.535 2.767 -1.120  N15 1.038
62 O -3.086 0.848 2.428  C32 1.441, C55 1.321
63 H -0.656 0.756 0.502  O106 0.975
64 N 3.238 1.119 -2.594  C24 1.453, N26 1.332, C33 1.454
65 O -1.913 4.365 -0.099  H45 1.021, C60 1.355
66 C 6.158 -3.373 -0.462  C21 1.524, H46 1.089, H82 1.092, C117 1.530
67 C 2.613 1.754 1.459  H9 1.081, C48 1.445, C88 1.335
68 H 3.120 5.667 -0.683  C27 1.091
69 H -6.319 1.975 1.101  C92 1.090
70 H 4.225 5.414 0.681  C27 1.087
71 H 1.157 -2.519 3.475  C91 1.087
72 C -5.552 -1.022 -2.791  C7 1.517, C19 1.543, O20 1.422, O111 1.415
73 H -2.370 -4.022 -0.445  C115 1.097
74 H 2.948 -0.941 -2.365  C24 1.099
75 H -2.527 -0.064 0.659  C32 1.099
76 H -5.682 -1.853 2.905  C90 1.087
77 O -3.572 -0.933 -4.210  C19 1.224
78 C 0.741 -1.947 1.420  C59 1.546, H84 1.097, C91 1.525, C126 1.551
79 C 2.839 -0.641 2.248  C88 1.500, H104 1.095, C107 1.529, C126 1.571
80 H 4.722 -1.063 -0.805  C99 1.100
81 H -0.704 -1.550 4.220  C28 1.085
82 H 5.314 -3.419 0.229  C66 1.092
83 H -4.829 -0.404 1.191  C110 1.097
84 H 0.374 -2.456 0.520  C78 1.097
85 H 6.429 1.305 -1.449  C31 1.090
86 H -6.027 -2.058 -4.584  C7 1.087
87 H -3.911 -4.851 -0.126  C115 1.095
88 C 3.353 0.698 1.808  C67 1.335, C79 1.500, H120 1.084
89 H 6.635 -0.350 0.366  C122 1.090
90 C -4.641 -1.553 2.986  H2 1.085, H13 1.086, H76 1.087, C110 1.526
91 C 0.797 -2.967 2.553  H8 1.088, H56 1.086, H71 1.087, C78 1.525
92 C -6.498 2.099 0.034  H5 1.086, H6 1.088, H69 1.090, C97 1.497
93 C -1.585 -1.129 2.291  C28 1.530, C32 1.547, H52 1.090, C59 1.564
94 H -1.224 0.119 4.029  C28 1.090
95 O -1.356 2.004 1.587  C55 1.212
96 H 4.268 3.112 1.271  C48 1.084
97 C -5.231 1.874 -0.732  C25 1.396, C37 1.382, C92 1.497
98 H 3.632 -2.406 3.233  C107 1.087
99 C 5.647 -1.224 -1.379  C21 1.532, N35 1.461, H80 1.100, C122 1.542
100 C 1.070 4.058 0.371  N15 1.339, C17 1.495, O42 1.235
101 O -4.314 3.722 0.311  C25 1.335, H39 0.988
102 H -2.415 -1.151 4.297  C28 1.084
103 C -3.918 0.624 -2.381  C19 1.429, C22 1.431, C37 1.400
104 H 2.084 -0.473 3.022  C79 1.095
105 C -0.333 1.732 -2.131  C23 1.444, C30 1.419, C38 1.405
106 O -0.358 -0.161 0.355  C59 1.418, H63 0.975
107 C 3.984 -1.445 2.866  C79 1.529, H98 1.087, H108 1.088, H118 1.089
108 H 4.762 -1.624 2.126  C107 1.088
109 H -7.407 -1.877 -3.475  C7 1.087
110 C -4.117 -1.120 1.620  C32 1.544, C43 1.545, H83 1.097, C90 1.526
111 O -6.085 -0.035 -1.928  C37 1.360, C72 1.415
112 H 5.917 1.631 -3.110  C31 1.094
113 H -6.089 -3.103 0.999  C50 1.078
114 H -2.106 3.860 3.157  C47 1.086
115 C -3.026 -4.409 0.343  O3 1.406, H36 1.089, H73 1.097, H87 1.095
116 H 4.264 2.589 -1.565  C33 1.092
117 C 7.237 -2.432 0.078  H54 1.090, H57 1.090, C66 1.530, C122 1.539
118 H 4.420 -0.899 3.700  C107 1.089
119 H -3.500 -2.003 -0.262  C43 1.101
120 H 4.432 0.792 1.783  C88 1.084
121 H -3.768 3.430 2.701  C47 1.089
122 C 6.863 -1.035 -0.450  H10 1.090, H89 1.090, C99 1.542, C117 1.539
123 H 5.007 0.040 -4.420  C53 1.095
124 H 4.769 -1.622 -3.869  C53 1.090
125 C -2.877 2.475 -1.185  C22 1.426, C25 1.429, C60 1.426
126 C 2.173 -1.454 1.081  H18 1.099, O44 1.405, C78 1.551, C79 1.571
127 H 2.648 6.192 0.928  C27 1.089

Computed properties:
HOMO level ... -7.0 eV
LUMO level ... -0.3 eV
Relative energy (zero: lowest compared OMol25 entry of this formula, charge and spin) ... 3.32 kJ/mol
HOMO-LUMO gap ... 0.2449 Eh